{
  "formula": "C7H6O",
  "method": "the ωB97M-V functional and the def2-TZVPD basis",
  "largest_force_ev_per_a": 4.2,
  "e_lumo_ev": [-0.44, -0.45],
  "species": ["C", "C", "C", "C", "C", "C", "C", "O", "H", "H", "H", "H", "H", "H"],
  "coordinates": [[-0.888, -1.458, 0.640], [-1.245, -1.411, -0.655], [2.159, 0.218, 0.237], [-0.653, 0.068, 0.986], [-0.999, -0.274, -1.339], [1.270, 0.699, -0.547], [-0.196, 0.659, -0.337], [3.024, -0.256, 0.865], [-0.699, -2.413, 1.099], [-1.614, 0.626, 1.310], [-0.031, 0.182, 1.984], [-1.167, 0.080, -2.362], [1.617, 1.466, -1.384], [-0.579, 1.814, -0.499]],
  "mulliken_charge": [-0.376, -0.087, 0.698, -0.715, -0.435, -0.833, 0.277, -0.404, 0.392, 0.253, 0.284, 0.405, 0.235, 0.306]
}

---

{
  "formula": "C4H6N2O",
  "method": "the ωB97M-V functional and the def2-TZVPD basis",
  "largest_force_ev_per_a": 9.1,
  "e_lumo_ev": 0.83,
  "species": ["C", "C", "C", "C", "H", "H", "H", "H", "H", "H", "N", "N", "O"],
  "coordinates": [[0.575, -0.866, 0.534], [-0.945, 0.169, -0.914], [-0.132, 1.361, -0.046], [0.528, 0.049, -0.717], [2.465, -0.318, 0.930], [-1.011, -2.140, 1.037], [-1.648, 0.637, -1.902], [-0.412, 1.344, 0.986], [-0.067, 2.524, -0.472], [1.300, 0.013, -1.427], [1.650, -1.027, 1.249], [-0.799, -1.092, 0.889], [-1.504, -0.654, -0.146]],
  "mulliken_charge": [0.510, 0.108, -0.576, -0.616, 0.261, 0.295, 0.286, 0.308, 0.225, 0.439, -0.771, -0.252, -0.216]
}

---

{
  "formula": "C36H25N3NiPS2",
  "method": "the ωB97M-V functional and the def2-TZVPD basis",
  "spin_multiplicity": 3,
  "largest_force_ev_per_a": 0.2,
  "charge": -1,
  "e_lumo_ev": [2.36, 2.36],
  "species": ["Ni", "S", "C", "C", "C", "C", "N", "C", "C", "C", "S", "C", "N", "H", "H", "C", "C", "C", "C", "C", "C", "P", "C", "C", "C", "C", "C", "C", "C", "C", "C", "C", "C", "C", "C", "C", "C", "C", "H", "H", "H", "H", "H", "H", "H", "H", "H", "H", "H", "H", "H", "H", "H", "H", "N", "C", "C", "C", "C", "C", "C", "H", "H", "H", "H", "H", "H", "H"],
  "coordinates": [[1.065, -0.169, -0.992], [3.169, -0.258, -2.063], [3.505, 1.420, -2.378], [4.748, 1.779, -2.910], [5.074, 3.095, -3.201], [6.368, 3.398, -3.739], [7.411, 3.620, -4.170], [4.129, 4.107, -2.961], [2.891, 3.763, -2.437], [2.556, 2.443, -2.137], [0.975, 2.090, -1.485], [4.423, 5.480, -3.246], [4.658, 6.585, -3.467], [5.476, 1.001, -3.099], [2.161, 4.541, -2.256], [-4.406, 1.423, -3.181], [-4.713, 1.413, -1.828], [-3.777, 0.969, -0.904], [-2.526, 0.532, -1.327], [-2.220, 0.558, -2.688], [-3.157, 0.994, -3.610], [-1.235, -0.113, -0.208], [-1.723, 0.624, 1.387], [-1.498, 1.999, 1.504], [-1.835, 2.670, 2.667], [-2.391, 1.976, 3.735], [-2.593, 0.609, 3.634], [-2.256, -0.068, 2.468], [-1.614, -1.883, -0.105], [-2.843, -2.384, 0.241], [-3.038, -3.775, 0.348], [-1.998, -4.628, 0.103], [-0.729, -4.143, -0.292], [0.343, -5.024, -0.576], [1.534, -4.517, -1.006], [1.708, -3.122, -1.173], [0.727, -2.198, -0.889], [-0.521, -2.743, -0.428], [-5.136, 1.774, -3.900], [-5.683, 1.755, -1.488], [-4.022, 0.973, 0.152], [-1.234, 0.254, -3.020], [-2.906, 1.015, -4.663], [-1.046, 2.540, 0.678], [-1.658, 3.736, 2.742], [-2.654, 2.499, 4.647], [-3.002, 0.057, 4.472], [-2.395, -1.139, 2.412], [-3.671, -1.712, 0.436], [-4.010, -4.162, 0.628], [-2.138, -5.700, 0.193], [0.195, -6.092, -0.460], [2.355, -5.189, -1.234], [2.669, -2.782, -1.547], [2.075, -0.112, 0.986], [1.511, -0.484, 2.228], [1.191, -1.814, 2.487], [0.611, -2.159, 3.699], [0.352, -1.195, 4.663], [0.671, 0.131, 4.400], [1.242, 0.487, 3.189], [2.469, 0.822, 0.996], [2.777, -0.754, 0.632], [1.386, -2.567, 1.734], [0.362, -3.196, 3.886], [-0.098, -1.472, 5.607], [0.464, 0.897, 5.136], [1.477, 1.525, 2.979]],
  "mulliken_spin": [1.640, 0.136, -0.006, 0.001, 0.003, -0.002, 0.000, -0.002, 0.003, -0.015, 0.101, -0.001, -0.001, -0.007, -0.004, 0.005, -0.001, 0.000, 0.004, 0.000, 0.001, 0.029, 0.022, 0.007, -0.003, 0.008, -0.003, 0.010, -0.035, -0.011, 0.003, -0.001, 0.005, -0.007, 0.008, 0.000, 0.083, -0.047, 0.001, 0.000, 0.002, 0.016, 0.000, 0.002, 0.000, 0.001, 0.001, 0.002, 0.001, 0.000, 0.000, -0.001, 0.000, 0.008, 0.052, -0.002, 0.005, -0.006, 0.008, -0.004, 0.013, -0.012, -0.009, -0.001, 0.000, 0.001, 0.001, 0.001]
}

---

{
  "formula": "C29H22CrN7O7S3",
  "method": "the ωB97M-V functional and the def2-TZVPD basis",
  "spin_multiplicity": 5,
  "largest_force_ev_per_a": 0.6,
  "charge": -1,
  "e_lumo_ev": [2.13, 2.13],
  "species": ["Cr", "O", "C", "C", "C", "N", "C", "C", "C", "O", "O", "C", "O", "O", "H", "H", "H", "C", "C", "C", "C", "C", "C", "C", "S", "O", "O", "N", "C", "C", "C", "C", "C", "C", "C", "C", "N", "C", "H", "H", "H", "H", "H", "H", "H", "H", "H", "H", "H", "H", "H", "N", "C", "N", "C", "C", "S", "C", "C", "S", "C", "N", "N", "H", "H", "H", "H", "H", "H"],
  "coordinates": [[-0.064, 0.620, 0.364], [-5.921, -0.190, -0.914], [-4.601, 0.021, -0.687], [-3.902, 1.051, -1.314], [-2.566, 1.197, -1.011], [-1.963, 0.364, -0.178], [-2.617, -0.615, 0.438], [-3.959, -0.822, 0.218], [-1.718, -1.413, 1.375], [-2.183, -2.375, 1.974], [-0.518, -0.975, 1.422], [-1.661, 2.329, -1.476], [-2.061, 3.117, -2.316], [-0.533, 2.321, -0.863], [-6.243, 0.465, -1.543], [-4.369, 1.745, -2.002], [-4.485, -1.611, 0.735], [8.351, 1.755, 0.840], [6.967, 1.173, 0.955], [6.741, -0.015, 1.639], [5.461, -0.543, 1.752], [4.394, 0.118, 1.169], [4.597, 1.309, 0.487], [5.877, 1.827, 0.382], [2.758, -0.594, 1.288], [2.539, -1.257, 0.024], [2.787, -1.406, 2.476], [1.759, 0.662, 1.366], [1.649, 1.325, 2.625], [2.655, 1.425, 3.583], [2.426, 2.122, 4.765], [1.210, 2.731, 5.006], [0.176, 2.658, 4.060], [-1.098, 3.273, 4.237], [-2.043, 3.156, 3.213], [-1.751, 2.456, 2.071], [-0.549, 1.831, 1.873], [0.413, 1.938, 2.864], [9.068, 1.184, 1.429], [8.371, 2.789, 1.191], [8.692, 1.757, -0.198], [7.575, -0.531, 2.101], [5.276, -1.457, 2.302], [3.742, 1.831, 0.074], [6.035, 2.764, -0.141], [3.609, 0.944, 3.434], [3.214, 2.173, 5.507], [1.036, 3.272, 5.930], [-1.308, 3.828, 5.141], [-3.012, 3.633, 3.292], [-2.474, 2.396, 1.270], [2.136, 2.105, -1.505], [1.911, 0.853, -1.977], [0.905, 0.063, -1.652], [0.989, -1.130, -2.374], [2.085, -1.249, -3.155], [3.051, 0.162, -3.075], [-0.038, -2.187, -2.370], [-0.072, -3.145, -3.335], [-1.355, -4.245, -3.037], [-1.786, -3.303, -1.638], [-1.032, -2.270, -1.421], [-2.876, -3.652, -0.891], [1.284, 2.611, -1.248], [2.816, 2.642, -2.017], [2.391, -2.091, -3.748], [0.552, -3.251, -4.203], [-3.209, -4.593, -1.010], [-2.870, -3.323, 0.071]],
  "mulliken_spin": [3.066, 0.003, 0.013, -0.003, 0.071, -0.121, 0.070, -0.012, -0.040, 0.013, -0.034, -0.036, 0.006, -0.005, 0.000, 0.000, 0.002, 0.000, 0.000, 0.000, 0.000, 0.006, 0.003, 0.001, 0.013, 0.006, 0.001, -0.019, 0.016, 0.067, -0.019, 0.055, -0.090, 0.492, -0.111, 0.256, 0.114, 0.037, 0.000, 0.000, 0.000, 0.000, 0.001, -0.002, 0.001, 0.043, 0.002, -0.004, 0.038, -0.008, 0.075, 0.009, 0.009, -0.011, 0.024, 0.000, 0.000, -0.005, -0.001, 0.000, 0.002, 0.002, 0.000, 0.008, -0.001, 0.000, 0.000, 0.000, 0.000]
}

---

{
  "formula": "C6H14O",
  "method": "the ωB97M-V functional and the def2-TZVPD basis",
  "largest_force_ev_per_a": 2.3,
  "e_lumo_ev": 0.87,
  "species": ["C", "C", "C", "C", "C", "C", "H", "H", "H", "H", "H", "H", "H", "H", "H", "H", "H", "H", "H", "H", "O"],
  "coordinates": [[3.093, 0.558, 0.178], [1.536, 0.886, 0.158], [0.550, -0.252, -0.091], [-0.142, -0.207, -1.225], [-1.322, -1.076, -1.620], [0.461, -1.295, 0.978], [3.437, 1.577, -0.053], [3.351, -0.135, -0.648], [3.518, 0.302, 1.152], [1.436, 1.131, 1.229], [1.338, 1.650, -0.606], [0.089, 0.578, -1.961], [-1.829, -0.752, -2.530], [-1.167, -2.115, -1.999], [-2.087, -1.179, -0.844], [0.312, -0.977, 2.028], [1.394, -1.842, 0.819], [-0.194, -2.227, 0.881], [-4.236, 2.252, 1.931], [-5.083, 1.197, 1.167], [-4.457, 1.928, 1.057]],
  "mulliken_charge": [-1.058, -0.597, 0.710, -0.315, -1.285, -1.213, 0.361, 0.299, 0.304, 0.287, 0.387, 0.208, 0.362, 0.311, 0.301, 0.305, 0.306, 0.327, 0.317, 0.320, -0.637]
}

---

{
  "formula": "C5H15N2O",
  "method": "the ωB97M-V functional and the def2-TZVPD basis",
  "largest_force_ev_per_a": 4.6,
  "charge": 1,
  "e_lumo_ev": -9.68,
  "species": ["C", "C", "C", "C", "C", "N", "N", "H", "H", "H", "H", "H", "H", "H", "H", "H", "H", "H", "H", "H", "H", "H", "O"],
  "coordinates": [[1.165, -1.625, 1.293], [0.688, -0.633, 0.272], [-0.820, -0.923, 0.060], [-1.709, 0.009, -0.695], [-3.378, 1.406, 0.247], [-2.159, 0.977, 0.355], [0.818, 0.732, 0.713], [2.320, -1.603, 1.247], [0.770, -2.602, 1.101], [0.953, -1.420, 2.325], [1.322, -0.910, -0.653], [-0.922, -1.956, -0.354], [-1.196, -0.904, 1.009], [-1.099, 0.610, -1.372], [-2.470, -0.455, -1.239], [-3.859, 2.168, 0.856], [-4.168, 1.075, -0.398], [1.380, 1.867, -1.622], [1.699, 0.971, 0.956], [0.592, 1.336, -0.057], [2.550, 0.779, -1.437], [4.078, 0.897, -1.426], [3.443, 0.203, -1.182]],
  "mulliken_charge": [-1.705, 0.666, -0.823, -0.783, -0.240, -0.315, -0.114, 0.375, 0.396, 0.445, 0.271, 0.465, 0.484, 0.190, 0.602, 0.265, 0.243, 0.368, 0.441, -0.097, 0.047, 0.349, -0.531]
}

---

Copy entry 5 word for word.
{
  "formula": "C6H14O",
  "method": "the ωB97M-V functional and the def2-TZVPD basis",
  "largest_force_ev_per_a": 2.3,
  "e_lumo_ev": 0.87,
  "species": ["C", "C", "C", "C", "C", "C", "H", "H", "H", "H", "H", "H", "H", "H", "H", "H", "H", "H", "H", "H", "O"],
  "coordinates": [[3.093, 0.558, 0.178], [1.536, 0.886, 0.158], [0.550, -0.252, -0.091], [-0.142, -0.207, -1.225], [-1.322, -1.076, -1.620], [0.461, -1.295, 0.978], [3.437, 1.577, -0.053], [3.351, -0.135, -0.648], [3.518, 0.302, 1.152], [1.436, 1.131, 1.229], [1.338, 1.650, -0.606], [0.089, 0.578, -1.961], [-1.829, -0.752, -2.530], [-1.167, -2.115, -1.999], [-2.087, -1.179, -0.844], [0.312, -0.977, 2.028], [1.394, -1.842, 0.819], [-0.194, -2.227, 0.881], [-4.236, 2.252, 1.931], [-5.083, 1.197, 1.167], [-4.457, 1.928, 1.057]],
  "mulliken_charge": [-1.058, -0.597, 0.710, -0.315, -1.285, -1.213, 0.361, 0.299, 0.304, 0.287, 0.387, 0.208, 0.362, 0.311, 0.301, 0.305, 0.306, 0.327, 0.317, 0.320, -0.637]
}